1.
16
Properties=species:S:1:pos:R:3:forces:R:3 method="wB97M-V/def2-TZVPD" lumo_energy_ev=1.08
O -2.06539 -1.33347 -0.14507 -0.73 -0.28 2.29
C 2.69336 -0.17589 0.10883 -0.12 -1.49 -2.55
C 0.18172 -0.48810 0.29390 1.50 1.66 -1.82
C -1.15029 -0.28353 -0.32890 -0.46 1.12 -2.46
C 1.32063 -0.15004 -0.43044 -2.50 -0.16 0.91
C -1.90316 1.02895 0.04930 4.01 0.05 1.80
H -2.89465 0.93743 -0.18938 -2.46 -0.11 -0.48
H -1.69351 1.05775 1.13720 -0.92 0.18 -0.03
H -0.96718 -0.31257 -1.40223 -0.11 0.23 -0.26
H -2.42572 -1.17394 0.77317 0.29 -0.66 -1.38
H 0.03694 -0.71065 1.35404 1.17 -0.22 -0.04
H 3.21881 -0.96840 -0.50094 -0.01 0.83 0.82
H -1.48538 2.00533 -0.25545 0.00 -0.70 -0.49
H 2.66990 -0.42978 1.10648 0.34 -0.56 2.26
H 1.31570 0.23341 -1.50755 -0.78 -0.82 1.50
H 3.14821 0.76351 -0.06297 0.78 0.93 -0.06


2.
16
Properties=species:S:1:pos:R:3:forces:R:3 method="wB97M-V/def2-TZVPD" lumo_energy_ev=0.99
O -0.58874 -1.18735 1.24494 -0.64 0.22 0.00
C -0.43917 1.12780 0.19824 -0.20 0.02 0.12
C -1.07321 -1.15002 -1.02006 0.01 0.01 -0.04
C 1.10287 1.29763 0.17107 0.05 0.03 0.06
C 1.24021 -0.23606 0.01682 0.10 -0.23 0.17
C -0.29452 -0.41822 0.05660 -0.11 -0.11 0.00
H -0.93738 1.63411 -0.63690 -0.01 -0.29 0.13
H 1.87011 -0.65066 -0.77834 -0.34 0.13 0.01
H -0.94624 1.42571 1.12034 0.06 0.05 -0.05
H 1.55454 1.69822 1.08493 -0.13 -0.06 -0.15
H 1.46002 -0.72967 0.96150 0.99 0.17 -0.12
H -0.55739 -0.64932 2.04544 0.10 0.12 -0.29
H -2.11839 -1.19414 -0.69767 0.10 0.01 -0.14
H -1.03446 -0.69855 -2.01642 0.19 0.09 0.22
H -0.70395 -2.17866 -1.08755 -0.05 0.12 -0.02
H 1.46569 1.90919 -0.66294 -0.10 -0.28 0.10


3.
16
Properties=species:S:1:pos:R:3:forces:R:3 method="wB97M-V/def2-TZVPD" lumo_energy_ev=1.08
O -2.30584 0.24646 0.06916 0.35 -0.65 -0.03
C -0.30968 -1.13374 -0.34961 0.25 0.55 -0.40
C 1.25518 0.61714 0.10798 0.28 0.15 0.07
C -0.09526 1.32099 0.20265 0.08 -0.11 -0.11
C 0.95356 -0.83989 0.45983 0.17 0.11 -0.02
C -1.02336 0.34676 -0.51944 1.00 -0.69 -0.27
H -2.02059 -0.65760 0.24496 -2.47 -0.41 1.21
H 1.78861 -1.51031 0.23541 -0.13 0.05 -0.03
H -0.09863 -1.51335 -1.35213 0.26 0.09 0.05
H -1.12601 0.57351 -1.58886 0.18 0.02 0.15
H -0.42158 1.41873 1.25027 0.07 -0.13 -0.30
H 2.01336 1.06581 0.74698 0.11 0.03 -0.03
H -0.09522 2.32464 -0.23983 -0.02 -0.24 0.03
H 1.59992 0.66109 -0.93481 0.10 0.04 0.19
H 0.75064 -0.93137 1.53706 -0.01 0.06 -0.23
H -0.86510 -1.98887 0.13037 -0.23 1.13 -0.29


4.
16
Properties=species:S:1:pos:R:3:forces:R:3 method="wB97M-V/def2-TZVPD" lumo_energy_ev=0.93
O -0.81612 1.24781 -1.67061 -0.13 0.20 0.04
C -1.77603 0.13304 0.20445 -0.08 -0.06 -0.17
C 1.37446 -0.20785 -0.41578 0.10 0.08 0.10
C 1.78694 -0.52462 0.80432 0.25 -0.22 -0.17
C -0.93060 0.18378 -0.82469 -0.08 -0.17 0.23
C 0.16486 -0.81985 -1.08290 -0.02 -0.03 0.02
H 0.28268 0.52902 2.15092 -0.20 0.20 0.26
H -1.79074 -0.72623 0.86349 0.00 0.06 -0.18
H 1.79382 0.66502 -0.91460 -0.02 -0.15 0.05
H -2.40707 0.97518 0.47955 -0.05 -0.14 -0.21
H 2.54220 0.06287 1.32214 0.00 -0.18 -0.18
H -0.08604 -1.78888 -0.63770 0.03 0.23 -0.04
H 0.31212 -0.94984 -2.16085 -0.03 0.03 0.17
H 1.36826 -1.36779 1.35262 0.03 0.15 -0.13
H -1.40812 1.95011 -1.36932 0.06 -0.10 -0.11
H -0.41064 0.63823 1.89894 0.15 0.12 0.32


5.
16
Properties=species:S:1:pos:R:3:forces:R:3 method="wB97M-V/def2-TZVPD" lumo_energy_ev=1.19
O 0.29913 -1.32486 0.58264 0.04 0.04 0.04
C -0.21576 -2.42638 -0.12241 -0.09 -0.26 -0.13
C -0.23691 -0.09822 0.17614 -0.17 0.16 -0.02
C 0.04136 1.06884 1.12784 -0.01 -0.02 0.16
C 0.43540 0.71589 -0.95792 0.06 -0.07 -0.15
C 0.15186 1.97984 -0.11359 0.00 0.19 -0.03
H 0.02448 0.66461 -1.97108 0.04 -0.03 0.18
H -0.81570 2.42431 -0.36723 0.14 -0.05 0.01
H 1.50702 0.49324 -0.98653 -0.13 0.02 0.02
H -1.31651 -0.20203 -0.02356 0.13 0.01 0.07
H 0.05722 -2.40607 -1.18867 -0.02 0.04 0.16
H -0.69965 1.30030 1.89894 0.12 -0.04 -0.14
H 0.20496 -3.32702 0.33174 -0.05 0.12 -0.10
H -1.31403 -2.47218 -0.04352 0.18 0.02 -0.02
H 0.91011 2.76756 -0.10211 -0.13 -0.15 -0.01
H 1.02050 0.92059 1.59397 -0.12 0.02 -0.05


6.
16
Properties=species:S:1:pos:R:3:forces:R:3 method="wB97M-V/def2-TZVPD" lumo_energy_ev=0.71
O 0.61552 -2.08383 2.82706 0.12 -0.15 2.15
C -1.66774 -0.82439 0.04222 -0.66 1.20 1.23
C -0.88233 -0.22211 -0.85762 -1.63 -4.48 -2.32
C 0.62112 0.95487 0.55453 -0.24 1.23 -1.30
C 0.52708 1.49297 -1.83101 2.37 2.81 -2.98
C 0.13789 0.71736 -0.69734 0.75 1.16 4.09
H -0.29726 2.06068 -2.31879 0.26 -0.58 0.33
H 1.19319 1.91764 0.61411 -0.14 -1.34 0.60
H 0.26246 0.37877 1.42099 0.53 0.45 -0.40
H 1.22060 -2.56617 3.42766 -0.63 0.50 -0.27
H 0.94851 -2.32267 1.99203 0.48 -0.32 -1.92
H 1.03981 0.91739 -2.65144 -0.75 0.09 0.69
H -0.88201 -0.70266 -1.88570 -0.18 0.55 0.99
H 1.32492 2.29499 -1.61853 -1.19 -1.14 0.15
H -2.36141 -1.66514 -0.04299 0.49 0.25 -0.81
H -1.80035 -0.34770 1.02482 0.41 -0.25 -0.22


7.
16
Properties=species:S:1:pos:R:3:forces:R:3 method="wB97M-V/def2-TZVPD" lumo_energy_ev=0.89
O -1.83625 0.64046 -0.25531 -0.08 0.30 0.36
C -0.55353 1.29107 1.54085 0.15 0.02 0.12
C -0.72143 0.58671 0.21876 -0.36 0.16 0.00
C 1.14286 -1.17108 0.58877 -0.37 -0.03 -0.32
C -0.40514 -0.43455 -1.96545 0.66 -0.44 0.24
C 0.33880 -0.26161 -0.50332 -0.29 0.30 -0.43
H -1.50652 -0.41638 -2.07231 0.76 -0.53 0.93
H 1.63930 -2.07925 0.22625 -0.42 0.19 -0.40
H -0.03508 -1.27180 -2.54195 0.38 -0.14 -0.12
H 0.43692 1.69769 1.73632 0.08 -0.13 0.01
H -0.82268 0.57175 2.31976 0.20 0.06 0.08
H -1.30776 2.08287 1.56893 0.24 -0.11 0.02
H 1.19604 0.29727 -0.88016 -0.20 0.74 0.47
H 1.98394 -0.57365 0.99925 -0.59 0.04 -0.45
H 0.58132 -1.46927 1.48614 -0.31 0.06 -0.52
H -0.13079 0.50978 -2.46653 0.16 -0.51 0.02


8.
16
Properties=species:S:1:pos:R:3:forces:R:3 method="wB97M-V/def2-TZVPD" lumo_energy_ev=1.09
O 0.41531 0.12951 -0.87571 0.09 0.14 0.01
C 1.48661 -0.59709 -1.48526 0.15 -0.12 -0.20
C 0.56085 0.83137 1.60607 0.00 0.04 0.05
C -0.60961 -0.59353 -0.11316 -0.09 -0.11 0.05
C 0.50927 -0.45567 0.84505 -0.19 0.22 0.11
C -1.92235 0.15834 -0.05384 0.05 0.05 0.06
H -0.74970 -1.59787 -0.53214 0.09 0.14 0.10
H 1.34708 -1.67519 -1.39369 -0.07 0.10 -0.01
H -0.06759 1.66998 1.27167 0.04 -0.18 0.06
H -2.47043 0.12164 -1.00068 0.16 -0.04 0.08
H -2.54332 -0.32132 0.71289 0.08 0.06 -0.13
H -1.78711 1.20371 0.23102 0.00 -0.15 -0.07
H 1.60050 1.17631 1.65227 -0.18 -0.04 0.08
H 1.54058 -0.29777 -2.53448 -0.09 -0.05 0.03
H 2.40632 -0.32396 -0.96726 -0.05 -0.07 -0.15
H 0.28359 0.57156 2.63726 0.02 0.02 -0.06


9.
16
Properties=species:S:1:pos:R:3:forces:R:3 method="wB97M-V/def2-TZVPD" lumo_energy_ev=1.15
O -0.15000 0.69874 1.05518 0.00 0.07 0.10
C 0.66676 0.45541 -0.10008 0.14 0.06 -0.17
C 2.07187 0.18494 0.42238 -0.01 -0.05 -0.04
C -0.12550 -0.55994 -0.95009 0.11 -0.02 0.01
C -1.55818 -0.14495 -0.59100 -0.03 0.00 -0.01
C -1.38797 0.02517 0.90948 -0.30 -0.10 0.03
H -1.79878 0.82114 -1.05338 0.01 -0.16 0.07
H 2.37384 1.07540 0.98607 0.01 -0.19 -0.08
H -2.33480 -0.86415 -0.86586 0.18 0.02 0.03
H 0.71070 1.38312 -0.69240 -0.05 -0.02 0.12
H -2.16331 0.61105 1.41051 0.06 -0.03 -0.13
H 2.81199 0.02744 -0.36889 -0.20 -0.03 0.00
H 2.09521 -0.65969 1.11840 -0.09 0.02 -0.19
H 0.09293 -0.48201 -2.01985 0.06 0.05 0.20
H -1.34108 -0.96920 1.38408 -0.03 0.17 0.02
H 0.03633 -1.60248 -0.64454 0.13 0.21 0.05


10.
16
Properties=species:S:1:pos:R:3:forces:R:3 method="wB97M-V/def2-TZVPD" lumo_energy_ev=1.16
O -0.10715 0.41785 1.24044 -0.03 -0.08 0.04
C 0.68221 0.45203 0.02309 0.18 0.00 -0.16
C 2.10827 0.05716 0.35571 0.04 -0.03 0.01
C -1.23297 -0.94071 -0.19589 0.02 -0.02 0.12
C -1.16437 -0.40578 1.01909 -0.21 -0.09 -0.11
C -0.01678 -0.50358 -0.97873 0.09 -0.02 0.01
H 0.60744 -1.37862 -1.20359 0.07 0.21 -0.05
H 2.73870 0.12707 -0.53793 -0.10 0.00 0.12
H -2.33301 1.14369 -0.40099 -0.10 0.19 -0.02
H -2.47376 1.83918 -0.18306 -0.07 0.23 -0.10
H -2.02820 -1.57432 -0.56953 0.18 0.05 0.14
H 2.13357 -0.97697 0.71591 0.00 0.13 -0.04
H -1.86586 -0.45993 1.84572 0.16 -0.12 -0.15
H 0.64995 1.49131 -0.32896 -0.02 -0.21 0.03
H 2.52661 0.70659 1.13040 -0.07 -0.07 -0.11
H -0.22464 0.00504 -1.93167 -0.14 -0.17 0.26


| no. | DFT total energy (eV) | highest occupied orbital energy (Ha) |
| --- | --- | --- |
| 1 | -7393.003 | -0.3360 |
| 2 | -7393.606 | -0.3657 |
| 3 | -7393.651 | -0.3682 |
| 4 | -7392.175 | -0.3257 |
| 5 | -7393.434 | -0.3532 |
| 6 | -7392.606 | -0.3149 |
| 7 | -7393.120 | -0.3472 |
| 8 | -7390.254 | -0.2817 |
| 9 | -7394.323 | -0.3456 |
| 10 | -7392.906 | -0.3069 |